The following is a quantum chemistry calculation of 14 unconnected molecules or ions with the total composition C25H69ClO15Si in a non-equilibrium geometry, from the Open Molecules 2025 dataset.

Positions of all 111 atoms, in Å:
C: -0.564 -6.367 0.518
C: -1.094 -6.245 -0.994
C: -0.495 -4.866 -1.586
O: 0.720 -4.873 -1.962
O: -1.391 -3.757 -1.653
C: -0.695 -2.478 -1.591
C: -1.589 -1.239 -1.128
Si: -2.210 -1.316 0.673
Cl: -2.588 0.728 1.257
C: -1.019 -2.173 1.902
C: 0.324 -1.288 2.047
C: 1.667 -1.574 1.313
C: 2.951 -0.692 1.446
C: 2.836 0.537 2.388
C: 1.512 0.854 3.139
C: 0.274 -0.054 2.992
H: -1.234 -7.045 1.149
H: 0.544 -6.686 0.557
H: -0.615 -5.316 0.981
H: -2.236 -6.141 -1.035
H: -0.709 -7.152 -1.574
H: -0.360 -2.244 -2.674
H: 0.230 -2.574 -0.933
H: -0.917 -0.291 -1.241
H: -2.494 -1.066 -1.817
H: -3.541 -1.961 0.706
H: -1.556 -2.233 2.926
H: -0.802 -3.276 1.626
H: 1.768 -2.485 0.631
H: 3.886 -0.968 0.851
H: 3.734 1.225 2.487
H: 1.445 1.767 3.815
H: -0.700 0.158 3.548
C: -4.027 -5.834 -4.072
O: -4.184 -5.858 -2.663
H: -4.443 -6.751 -4.491
H: -4.558 -4.973 -4.485
H: -2.964 -5.773 -4.318
H: -3.807 -5.036 -2.322
C: -1.034 2.478 -2.834
O: -0.002 1.605 -2.397
H: -1.784 2.561 -2.046
H: -0.616 3.467 -3.040
H: -1.500 2.074 -3.735
H: 0.645 1.551 -3.112
C: -0.354 4.404 2.445
O: 0.729 3.929 3.237
H: -0.658 3.617 1.753
H: -1.195 4.662 3.091
H: -0.036 5.281 1.878
H: 0.977 4.645 3.839
C: 3.414 -1.816 -2.629
O: 2.364 -1.706 -1.688
H: 4.009 -0.901 -2.612
H: 4.049 -2.664 -2.363
H: 2.997 -1.959 -3.627
H: 1.862 -2.531 -1.726
C: -0.098 1.795 -7.051
O: -1.150 1.902 -6.103
H: 0.486 2.715 -7.034
H: 0.548 0.952 -6.792
H: -0.515 1.651 -8.051
H: -1.651 1.077 -6.139
C: -0.544 6.152 5.973
O: -0.996 6.770 4.776
H: 0.535 6.003 5.908
H: -0.769 6.795 6.828
H: -1.036 5.183 6.097
H: -1.953 6.890 4.861
C: 2.519 -5.025 -4.657
O: 3.523 -4.062 -4.958
H: 1.941 -4.686 -3.790
H: 1.848 -5.134 -5.514
H: 2.989 -5.984 -4.425
H: 4.009 -4.385 -5.726
C: -0.463 -7.187 -6.133
O: -0.623 -7.212 -4.724
H: -0.877 -8.103 -6.556
H: -0.995 -6.326 -6.546
H: 0.600 -7.124 -6.379
H: -0.247 -6.390 -4.380
C: -4.128 -9.863 -3.582
O: -2.982 -9.238 -3.032
H: -3.920 -10.923 -3.728
H: -4.972 -9.751 -2.896
H: -4.367 -9.406 -4.547
H: -3.196 -8.300 -2.914
C: 3.745 5.163 1.788
O: 2.384 5.463 1.531
H: 4.361 5.994 1.443
H: 3.892 5.023 2.862
H: 4.028 4.254 1.250
H: 1.862 4.710 1.847
C: -4.282 9.243 6.042
O: -3.142 8.412 5.877
H: -5.110 8.636 6.409
H: -4.062 10.030 6.767
H: -4.557 9.686 5.082
H: -2.425 8.973 5.552
C: 2.280 9.060 4.979
O: 0.917 9.361 4.723
H: 2.895 9.892 4.635
H: 2.429 8.921 6.054
H: 2.563 8.152 4.441
H: 0.396 8.608 5.038
C: 3.871 4.340 5.638
O: 3.519 5.690 5.373
H: 3.249 3.686 5.025
H: 4.922 4.179 5.387
H: 3.700 4.114 6.694
H: 4.083 6.245 5.927

Values from the calculation:
multiplicity = 1
E = -2871.88235 Ha
HOMO = -8.227 eV
LUMO energy = 0.23 eV
charge = 0



The following is a quantum chemistry calculation of a molecular structure, C25H70F6N17O18S2V in a non-equilibrium geometry, from the Open Molecules 2025 dataset.

Positions of all 139 atoms, in Å:
O: -3.752 0.172 -1.341
V: -2.759 1.352 -0.890
C: 1.349 1.108 -2.338
F: 1.176 1.822 -3.458
F: 2.489 0.465 -2.435
F: 1.365 1.956 -1.329
S: -0.137 -0.215 -2.305
O: -0.962 0.059 -3.470
O: 0.490 -1.568 -2.263
N: -1.078 0.178 -0.847
S: -0.188 -0.327 0.325
O: 1.230 -0.522 0.143
O: -0.449 0.526 1.474
C: -0.987 -2.081 0.682
F: -0.431 -2.484 1.770
F: -2.299 -2.014 0.825
F: -0.730 -2.910 -0.303
C: 5.632 2.131 -2.556
O: 6.617 1.834 -3.185
N: 4.550 2.681 -3.050
N: 5.506 1.865 -1.325
H: 3.711 2.817 -2.505
H: 4.595 2.938 -4.026
H: 6.384 1.597 -0.904
H: 4.753 2.355 -0.865
C: -3.235 -3.232 -2.917
O: -3.752 -2.759 -1.889
N: -3.859 -3.607 -4.012
N: -1.961 -3.272 -3.141
H: -3.295 -3.718 -4.843
H: -4.833 -3.351 -4.075
H: -1.278 -2.936 -2.477
H: -1.604 -3.674 -3.996
C: -1.041 3.920 0.360
O: -1.794 3.002 0.298
N: -1.499 5.122 0.668
N: 0.164 4.002 -0.043
H: -0.811 5.831 0.461
H: -2.454 5.287 0.953
H: 0.601 4.884 0.180
H: 0.676 3.152 -0.231
C: 4.497 -1.658 0.630
O: 3.782 -2.225 1.345
N: 4.109 -0.919 -0.398
N: 5.756 -1.991 0.367
H: 4.555 -0.741 -1.287
H: 3.117 -0.731 -0.405
H: 6.186 -2.795 0.801
H: 6.315 -1.534 -0.339
C: -3.321 -0.407 -6.470
O: -2.299 -0.637 -7.047
N: -4.425 -0.107 -7.094
N: -3.402 -0.395 -5.172
H: -5.312 0.018 -6.626
H: -4.399 -0.037 -8.101
H: -2.545 -0.387 -4.638
H: -4.264 -0.041 -4.782
C: -3.827 0.876 2.198
O: -3.455 0.724 1.046
N: -3.990 2.047 2.695
N: -4.147 -0.100 2.975
H: -4.133 2.302 3.662
H: -3.915 2.770 1.994
H: -4.161 0.203 3.939
H: -4.171 -1.061 2.668
C: -5.063 -3.181 1.562
O: -5.432 -3.140 2.720
N: -4.329 -4.102 0.980
N: -5.371 -2.315 0.665
H: -4.017 -4.896 1.519
H: -4.117 -4.049 -0.006
H: -4.989 -2.301 -0.270
H: -5.901 -1.510 0.968
C: 2.744 2.008 2.097
C: 3.956 2.713 1.656
O: 3.606 3.570 0.512
H: 2.301 1.617 1.181
H: 1.959 2.676 2.451
H: 2.939 1.263 2.869
H: 4.566 1.894 1.275
H: 4.517 3.274 2.404
H: 3.134 4.348 0.817
C: -1.300 -5.113 3.068
C: -0.451 -4.430 4.142
O: -1.314 -3.786 5.020
H: -1.911 -5.932 3.448
H: -0.652 -5.597 2.338
H: -1.854 -4.348 2.523
H: 0.370 -3.804 3.793
H: 0.003 -5.216 4.745
H: -1.085 -4.098 5.898
C: -3.761 -1.153 11.676
O: -3.397 -0.480 10.504
C: -2.208 0.318 10.632
C: -1.667 0.962 9.353
N: -1.002 0.004 8.453
C: -1.975 -0.787 7.674
C: -2.782 -0.063 6.564
O: -1.859 0.419 5.614
C: -1.219 -0.554 4.775
H: -4.721 -1.632 11.483
H: -4.007 -0.583 12.572
H: -3.021 -1.884 12.001
H: -1.450 -0.417 10.905
H: -2.179 1.020 11.466
H: -0.863 1.644 9.632
H: -2.324 1.644 8.813
H: -0.513 0.649 7.849
H: -2.737 -1.323 8.239
H: -1.442 -1.612 7.200
H: -3.190 0.868 6.958
H: -3.563 -0.688 6.130
H: -1.907 -1.375 4.574
H: -0.437 -0.956 5.419
H: -0.662 -0.013 4.009
C: 0.047 1.705 -6.449
O: 1.459 1.564 -6.273
C: 1.879 0.213 -6.208
C: 3.368 0.306 -5.856
N: 4.104 0.835 -7.022
C: 5.466 1.176 -6.722
C: 6.131 1.657 -8.034
O: 5.264 2.671 -8.436
C: 5.552 3.137 -9.720
H: -0.306 1.129 -7.304
H: -0.086 2.764 -6.673
H: -0.625 1.363 -5.663
H: 1.681 -0.353 -7.119
H: 1.379 -0.309 -5.392
H: 3.825 -0.670 -5.688
H: 3.378 0.993 -5.010
H: 3.867 1.755 -7.363
H: 5.947 0.263 -6.372
H: 5.522 1.973 -5.980
H: 6.119 0.833 -8.748
H: 7.172 1.967 -7.937
H: 4.791 3.914 -9.791
H: 5.473 2.358 -10.479
H: 6.517 3.644 -9.710

Values from the calculation:
multiplicity = 3
E = -5618.66471 Ha
HOMO (spin up / spin down) = -11.453 / -11.453 eV
LUMO energy (spin up / spin down) = -7.40 / -8.98 eV
charge = +2